#i
{"formula": "H2O", "method": "wB97M-V/def2-TZVPD", "e_homo_ha": -0.4272, "gap_ha": 0.467, "elements": ["O", "H", "H"], "xyz": [[-0.15141, 0.35837, -0.04567], [-0.57291, -0.41109, 0.35353], [0.72432, 0.05271, -0.30786]]}

---

#ii
{"formula": "H2O", "method": "wB97M-V/def2-TZVPD", "e_homo_ha": [-0.4311, -0.4116], "gap_ha": [0.389, 0.354], "elements": ["O", "H", "H"], "xyz": [[-0.37304, -0.45423, 0.15505], [-0.14748, -0.61564, -0.75988], [0.52053, 1.06987, 0.60482]]}

---

Stability ranking, top and bottom: #i is the most stable and #ii is the least stable.

---

#i
{"formula": "CH5N3OS", "method": "wB97M-V/def2-TZVPD", "e_homo_ha": -0.3350, "gap_ha": 0.332, "elements": ["C", "N", "N", "N", "O", "S", "H", "H", "H", "H", "H"], "xyz": [[0.31239, -0.00086, -0.45228], [-0.35270, -0.83862, 0.52847], [-0.16870, 1.32942, -0.58785], [2.00451, 2.20108, 0.57410], [-0.01202, -0.24884, 1.76494], [0.66633, 2.60393, 0.18213], [1.43969, 0.14830, -0.28344], [0.19400, -0.40191, -1.37924], [-1.41953, -0.87223, 0.62584], [-1.09572, 1.48032, -0.48261], [0.91858, -0.30253, 1.96785]]}

---

#ii
{"formula": "CH5N3OS", "method": "wB97M-V/def2-TZVPD", "e_homo_ha": -0.3480, "gap_ha": 0.350, "elements": ["C", "N", "N", "N", "O", "S", "H", "H", "H", "H", "H"], "xyz": [[-0.83256, 0.53688, -0.12166], [-0.87182, -0.84149, 0.11252], [0.31616, 1.22412, 0.55106], [0.48532, -1.26834, 0.12582], [1.97691, 0.46138, -1.06629], [1.62768, 0.06982, 0.29836], [-0.53067, 0.74674, -1.14993], [-1.75638, 0.91895, 0.14112], [-1.41632, -1.26339, 0.85994], [-0.02385, 1.18773, 1.53834], [1.02554, -1.77239, -1.28928]]}

---

Stability ranking, top and bottom: #i is the most stable and #ii is the least stable.